No. 1
Molecular formula: C2H14O4S2
Method: DFT, ωB97M-V/def2-TZVPD

```
22
Properties=species:S:1:pos:R:3:forces:R:3
C 1.757905 1.866848 2.650655 0.8466 0.4375 0.3327
S 0.149759 1.590474 1.918492 -1.2720 0.8595 1.3379
S 0.265082 0.697795 0.099218 0.8944 -0.0891 -1.1394
C 1.179610 1.862688 -1.087751 1.3822 -1.3163 0.7773
H 1.819412 1.878544 3.767709 -0.8578 0.7667 -0.6402
H 2.422833 1.048931 2.519692 0.5999 -0.8500 -0.9643
H 2.153252 2.767059 2.145218 0.2315 -0.3533 0.7848
H 0.437530 2.045607 -1.883854 1.0087 0.2173 0.1534
H 1.718094 2.786733 -0.669763 -1.2721 -1.1681 -0.2817
H 2.016319 1.110306 -1.351930 -1.3744 1.5266 -0.4071
H 0.604245 -3.850635 2.274783 -0.1000 0.3436 0.0533
H -0.136990 -4.596751 1.233405 -0.1761 -0.3479 -0.5889
O -0.253046 -3.858542 1.827479 0.2176 0.0533 0.4922
H -2.061044 -1.780526 -0.028221 0.9556 -0.7495 -0.2228
H -3.279359 -1.449148 0.723783 -2.6901 -1.6134 3.1001
O -2.724037 -1.124023 0.103410 1.7586 2.3382 -2.8667
H -1.541740 1.659205 -2.045305 -0.9349 0.5962 -0.5802
H -2.304693 2.729103 -2.936811 0.9310 2.9266 -1.5875
O -2.380042 1.956564 -2.472344 -0.1458 -3.5910 2.2279
H 0.016649 -1.676747 -2.102563 -0.4718 -1.1928 -1.0360
H 0.312989 -3.124825 -2.075633 1.1022 -1.6158 1.1094
O -0.172729 -2.538660 -2.609670 -0.6332 2.8216 -0.0543
```
Forces are in eV/Å.

## Properties
Spin multiplicity   2
<S²>   0.751
Net charge   -1
Gap between HOMO and LUMO (spin up / spin down)   2.69 / 8.01 eV
Relative energy (zero: lowest compared OMol25 entry of this formula, charge and spin)   297.3 kJ/mol
DFT total energy   -1181.84024 Eh
Highest occupied orbital energy (spin up / spin down)   0.497 / -4.911 eV


No. 2
Molecular formula: C2H14O5
Method: DFT, ωB97M-V/def2-TZVPD

```
21
Properties=species:S:1:pos:R:3:forces:R:3
C 1.804662 0.173734 0.381996 -0.5821 -0.2727 0.1892
O 0.973853 -1.048257 0.502936 1.1066 1.4033 0.5128
C 2.499477 0.601831 1.722737 -0.2828 -0.1459 -0.4261
H 1.110890 0.979981 0.053232 0.6398 -0.3469 -0.0116
H 2.531021 -0.069600 -0.433867 -0.4725 0.3712 0.8560
H 0.330106 -0.818038 1.198631 -0.3400 -0.5620 -0.1387
H 1.828707 1.112903 2.467882 0.3388 -0.5371 -0.9788
H 3.296997 1.330280 1.445816 -0.3877 -0.6233 0.3882
H 2.910511 -0.295629 2.229706 0.0454 0.6019 -0.3947
H 0.279653 -1.537637 -0.841494 -1.0915 -0.7195 -1.3934
H 0.329880 -1.895114 -2.445252 -1.2648 -0.0256 1.7106
O -0.315681 -1.822659 -1.669932 2.5761 0.4509 -0.1225
H -1.532649 1.716835 -0.926274 -0.0302 0.0429 -0.1863
H -1.761365 2.725344 0.245093 -0.0700 1.7325 0.3035
O -1.706115 1.825801 0.022377 0.1615 -2.0098 -0.1835
H -0.876844 -0.328250 -1.916487 -1.0275 1.2667 -0.3550
H -0.912918 0.376631 -3.223413 -0.5376 0.7651 0.4534
O -1.253917 0.552159 -2.322542 1.2709 -1.7451 -0.3089
H -2.261114 -0.795280 1.919552 -0.6561 -0.3954 0.1040
H -1.499458 0.190343 0.963913 0.0065 -1.1160 2.2390
O -1.397923 -0.425313 1.796481 0.5972 1.8647 -2.2571
```
Forces are in eV/Å.

## Properties
Spin multiplicity   1
Gap between HOMO and LUMO   11.30 eV
Relative energy (zero: lowest compared OMol25 entry of this formula, charge and spin)   58.4 kJ/mol
DFT total energy   -460.78328 Eh
SMILES   CCO.O.O.O.O
Highest occupied orbital energy   -10.675 eV


No. 3
Molecular formula: C2H14O5
Method: DFT, ωB97M-V/def2-TZVPD

```
21
Properties=species:S:1:pos:R:3:forces:R:3
C 0.650898 -2.648082 -0.917830 2.8603 -1.3430 -1.4919
C -0.168704 -1.975026 -0.167252 -0.7813 -0.7183 0.9905
H 0.422997 -2.967367 -1.922675 -0.6701 0.1003 -0.2653
H 1.694447 -3.013464 -0.737152 -0.9383 0.8326 0.6547
H -1.173458 -1.972238 -0.513017 -0.9158 0.6782 -0.3213
H -0.043802 -1.808659 0.885335 0.2116 0.3934 0.0654
H -1.070210 -0.498001 -2.804122 -1.4238 2.3671 0.1656
H -0.735527 0.149623 -1.605996 -1.2803 1.2526 -0.7631
O -1.367503 0.392112 -2.362366 2.8008 -3.6882 0.6618
H -0.218442 -0.470725 3.123466 2.3289 -2.7414 -1.3786
H 1.048368 -1.333038 2.361482 0.9053 1.1345 -0.4322
O 0.271213 -1.375559 2.887954 -3.1053 1.7872 2.0871
H 2.869839 1.744461 -0.137305 -0.4377 -0.6195 -0.3500
H 1.611178 1.385165 -0.877982 -3.0881 1.5053 -1.2696
O 2.377500 1.018271 -0.569497 3.5200 -0.9126 1.6327
H -2.384354 1.644412 1.618183 -0.2287 0.4755 0.7757
H -1.591669 0.759132 0.834007 0.5875 -0.5683 0.1790
O -1.531945 1.204552 1.691927 -0.4147 -0.0528 -1.0193
H -0.751930 2.688798 0.046848 0.6973 -0.4845 -0.1489
H 0.452765 3.547353 -0.649215 0.8231 -0.7900 -0.5460
O -0.361660 3.528288 -0.184787 -1.4508 1.3919 0.7736
```
Forces are in eV/Å.

## Properties
Spin multiplicity   1
Gap between HOMO and LUMO   10.92 eV
Relative energy (zero: lowest compared OMol25 entry of this formula, charge and spin)   286.7 kJ/mol
DFT total energy   -460.69632 Eh
SMILES   C=C.O.O.O.O.O
Highest occupied orbital energy   -10.724 eV


No. 4
Molecular formula: C2H15N2O4
Method: DFT, ωB97M-V/def2-TZVPD

```
23
Properties=species:S:1:pos:R:3:forces:R:3
C 0.590095 -2.081324 -0.371633 -1.3598 -0.3302 -0.2928
C 1.770195 -1.354520 -0.451736 2.1087 1.4505 -1.0278
N 1.883542 -0.228738 -1.128354 -2.4624 -1.2435 0.9174
N -4.097023 -0.037192 1.471540 -2.8416 -1.1750 -0.1978
H -0.323550 -1.777275 -0.891394 -0.0986 0.2835 -0.1731
H 2.690550 -1.679855 0.008195 0.0007 -0.4392 -0.0217
H 2.752451 0.310122 -0.966326 1.0814 -0.2111 -0.2216
H 1.035890 0.389473 -1.198830 -1.1172 0.7290 -1.0377
H -4.205520 -0.932914 0.962990 1.0326 0.2643 -0.1395
H -4.764144 0.649034 1.088276 0.8168 0.6532 -0.1739
H -4.202252 -0.151750 2.481558 0.8987 0.3145 0.4312
H -0.321391 2.443827 -1.173029 0.3049 -0.0875 -0.0185
H 0.341906 1.501726 0.405041 0.2077 0.3956 0.9325
O -0.198804 1.557020 -0.810329 0.0214 -0.8177 -0.9241
H -1.237771 0.454513 -1.340538 -0.1196 0.0128 -0.0400
H -2.160420 -0.270090 -2.402282 0.0529 -0.0693 -0.0096
O -1.737830 -0.388660 -1.544177 0.0069 -0.1559 0.3141
H 0.580974 -3.008453 0.186731 0.0593 -0.0821 0.1691
H 0.594391 1.717646 2.072992 0.0587 0.0757 -0.1426
O 0.933296 1.314586 1.269400 0.4193 -0.7007 0.0140
H 2.565612 0.716720 0.910948 -0.3088 0.7313 0.9180
H 4.163050 0.532609 0.942556 0.0435 0.4078 0.0888
O 3.346756 0.323500 0.478394 1.1944 -0.0062 0.6357
```
Forces are in eV/Å.

## Properties
Spin multiplicity   2
<S²>   0.753
Net charge   +2
Gap between HOMO and LUMO (spin up / spin down)   4.42 / 3.73 eV
Relative energy (zero: lowest compared OMol25 entry of this formula, charge and spin)   678.7 kJ/mol
DFT total energy   -494.74585 Eh
Highest occupied orbital energy (spin up / spin down)   -16.573 / -16.560 eV


No. 5
Molecular formula: C2H15NO4
Method: DFT, ωB97M-V/def2-TZVPD

```
22
Properties=species:S:1:pos:R:3:forces:R:3
C -0.714794 -0.901231 -2.547467 -1.0124 -0.6509 0.0545
C -1.192523 0.048880 -1.453121 -0.6947 0.0772 -0.0503
N -0.730372 -0.352542 -0.125514 0.5235 -0.0207 -0.3689
H -1.028712 -1.955304 -2.457730 -0.1418 0.2753 0.7415
H -1.239977 -0.645617 -3.476145 0.8138 0.3732 -0.1407
H 0.364081 -0.966479 -2.577610 0.2903 0.4684 -0.4934
H -0.922107 1.078875 -1.729662 0.2843 -0.3030 0.3399
H -2.285081 0.048199 -1.392086 -0.2002 0.0696 -0.6500
H -1.035114 0.307872 0.584716 -0.0011 -0.1508 -0.1300
H -1.216220 -1.229258 0.028561 0.3078 -0.0130 0.6274
H -2.878463 5.587343 0.776502 0.0713 -0.3379 0.5505
H -2.684021 6.789455 -0.003482 0.2230 0.6202 -0.0894
O -2.477238 6.455688 0.873695 -0.2963 -0.2806 -0.4617
H 3.350052 -0.566400 2.982833 0.5309 0.2396 -0.0794
H 2.642113 -1.827811 2.953337 0.2428 -0.4231 0.1039
O 3.491277 -1.480567 3.251774 -0.6398 0.1355 0.0260
H 0.611310 -2.830578 1.915041 0.2625 -0.1911 -0.2759
H 0.597883 -3.093756 0.360188 0.5974 -0.1204 -0.0733
O 0.069903 -2.885913 1.124306 -0.8396 0.0535 0.4549
H 2.859504 -0.554225 -0.274446 1.1041 0.5610 0.1309
H 1.768731 -0.722008 0.546432 -0.3771 0.6532 1.0056
O 2.649761 -0.304614 0.639880 -1.0485 -1.0351 -1.2222
```
Forces are in eV/Å.

## Properties
Spin multiplicity   1
Gap between HOMO and LUMO   9.95 eV
Relative energy (zero: lowest compared OMol25 entry of this formula, charge and spin)   139.8 kJ/mol
DFT total energy   -440.87071 Eh
SMILES   CCN.O.O.O.O
Highest occupied orbital energy   -9.563 eV


No. 6
Molecular formula: C2H15NO5
Method: DFT, ωB97M-V/def2-TZVPD

```
23
Properties=species:S:1:pos:R:3:forces:R:3
C 0.329119 -2.250209 -2.873214 0.4188 -3.6988 3.7846
C 1.828091 -2.553223 -0.952935 2.4358 -0.1630 -1.1561
N 0.773526 -2.042571 -1.428930 0.0510 0.4769 -0.0493
H 0.924434 -1.638181 -3.434605 1.2623 1.4815 -1.7568
H -0.722442 -2.120684 -2.991446 -0.5983 0.6135 0.1089
H 0.511145 -3.341323 -3.032198 0.0990 0.7819 -0.6576
H 2.352566 -2.185676 0.013971 -1.6187 -0.6953 -1.1749
H 2.617573 -3.259688 -1.547855 -2.0153 1.2284 0.9341
H 1.777776 1.517370 1.703778 -0.3350 0.0133 -0.1156
H 3.162697 1.248719 0.948734 -1.2698 1.2500 2.0622
O 2.720830 1.698533 1.754433 2.5722 -0.6113 -1.6483
H -3.201168 -0.227343 -1.163886 0.1991 0.7942 2.1375
H -3.467715 1.092985 -0.314235 0.4496 -1.9979 0.2547
O -3.073996 0.162925 -0.231494 -0.8935 1.2830 -2.3811
H 1.242928 0.075352 1.003948 -1.5913 0.3664 0.6599
H 0.289160 1.043937 0.377520 -0.6563 0.3880 -0.3594
O 0.457480 0.648710 1.243408 1.3968 -1.4371 -0.6840
H -1.590610 1.140043 -0.713285 0.1499 0.7083 -0.2345
H -0.959191 2.603480 -1.273104 -0.3238 -1.8268 0.7028
O -0.803384 1.666640 -0.970920 0.4091 1.0941 -0.5394
H -1.750178 0.981874 2.132139 0.2745 -0.4638 -0.7501
H -0.782795 1.743993 3.022155 1.1809 0.2587 -0.2049
O -1.646193 1.378660 2.983046 -1.5970 0.1557 1.0673
```
Forces are in eV/Å.

## Properties
Spin multiplicity   1
Gap between HOMO and LUMO   9.61 eV
Relative energy (zero: lowest compared OMol25 entry of this formula, charge and spin)   258.4 kJ/mol
DFT total energy   -516.06166 Eh
SMILES   C=NC.O.O.O.O.O
Highest occupied orbital energy   -9.584 eV


No. 7
Molecular formula: C2H16LiO10P
Method: DFT, ωB97M-V/def2-TZVPD

```
30
Properties=species:S:1:pos:R:3:forces:R:3
Li 0.661723 -0.228423 -0.090294 -0.0971 -0.5284 0.8950
P 0.115681 -2.453348 3.464633 -0.2598 -0.4701 0.0388
O -0.926602 -2.298688 2.304291 0.1614 -0.0827 0.0053
O 0.939975 -3.747446 3.351651 -0.2722 -0.3680 -0.3669
O -0.520016 -2.365384 4.861368 -0.0988 0.2381 -0.2953
O 1.102487 -1.277150 3.226318 0.5019 1.4201 -0.4260
O -4.984706 0.951601 2.618764 -0.2536 0.2469 0.1725
H -5.466169 1.222420 1.837056 -0.0597 0.0537 -0.1770
H -4.396494 0.261851 2.311373 0.3919 -0.3259 0.0500
O 2.282996 -2.037915 -3.176212 -0.0676 0.2573 0.1157
H 2.886130 -1.966883 -3.916078 0.2159 0.0966 -0.2066
H 1.950361 -2.934241 -3.222944 -0.1770 -0.3076 0.1415
O -0.227741 3.175942 -1.479522 0.0735 -0.2870 -0.0555
H -0.126854 3.801555 -2.196919 0.0790 0.1384 -0.2806
H -0.634952 3.681267 -0.775906 -0.1331 0.0660 0.3800
O -0.948806 3.080430 3.693636 -0.0310 0.5576 -0.0504
H -0.263761 2.417132 3.777115 0.2046 -0.4250 -0.0210
H -1.745231 2.641885 3.992984 -0.1568 -0.2635 0.0210
C 5.191521 2.837594 0.474102 0.4755 -1.0418 0.9088
O 5.289560 2.317109 1.846051 0.1077 1.1155 -1.3735
H 4.888531 2.002748 -0.157812 -0.2704 0.2723 -0.2569
H 4.553877 3.712033 0.344202 -0.3631 -0.1744 0.3254
H 6.181976 3.140284 0.134248 0.1815 -0.0963 0.3305
H 4.501474 1.789143 1.993608 -0.1592 -0.1105 0.0911
C -3.355814 -2.980410 -4.561441 -0.2240 -1.2217 0.3761
O -3.923508 -2.437869 -3.373970 0.2647 0.0745 -0.5391
H -2.651786 -2.362128 -5.118378 -0.3780 0.5892 0.0847
H -2.802946 -3.902957 -4.384415 0.2319 -0.1016 0.4734
H -4.185388 -3.357003 -5.159854 -0.0551 0.5851 -0.4158
H -3.385520 -2.683151 -2.617655 0.1669 0.0932 0.0549
```
Forces are in eV/Å.

## Properties
Spin multiplicity   1
Net charge   -2
Gap between HOMO and LUMO   2.34 eV
DFT total energy   -1186.96238 Eh
Highest occupied orbital energy   1.341 eV


No. 8
Molecular formula: C2H16N2O4
Method: DFT, ωB97M-V/def2-TZVPD

```
24
Properties=species:S:1:pos:R:3:forces:R:3
N -0.914012 -1.862100 -0.388009 -0.4423 -0.2368 -0.2139
C 0.487608 -1.923898 -0.690811 0.2290 0.8335 0.6279
C 1.269243 -0.581266 -0.618482 0.2072 -1.4337 -0.3609
N 1.220065 0.169952 0.621064 1.4318 -3.4505 0.3511
H -1.504650 -1.413558 -1.068961 0.0568 0.0967 0.0501
H -1.212683 -1.707071 0.566205 0.1722 0.0720 -0.0473
H 0.618038 -2.298711 -1.706673 0.0889 -0.2681 0.0330
H 0.948859 -2.602704 0.029073 0.0389 -0.2408 -0.1655
H 2.315180 -0.851300 -0.774943 0.1161 0.1487 -0.3301
H 0.939816 0.006920 -1.479216 0.1560 0.3309 0.2683
H 0.315459 0.120305 1.063691 0.4602 -0.1018 -0.2208
H 1.898221 -0.202309 1.271176 -0.0243 -0.2737 0.1722
H -2.772503 -0.684847 2.045188 0.0176 0.0143 0.0966
H -1.344737 -0.365203 2.497938 -0.3624 -0.0044 0.0240
O -1.973212 -1.101666 2.382502 0.1131 -0.0914 0.0185
H -0.390541 1.988727 2.690715 0.0757 -0.1392 0.2312
H -0.681430 1.590560 1.277857 0.3184 0.2147 -0.4733
O -0.493015 1.203520 2.143146 -1.0766 0.8973 1.1074
H 0.661916 2.554604 -0.998902 -0.1078 0.0997 -0.1269
H 1.326609 1.487604 -0.010849 0.3838 -0.1862 0.4281
O 0.608907 2.118186 -0.146296 -1.7169 3.5688 -1.1903
H -0.585723 0.911116 -2.321669 -0.1799 -0.1674 -0.1456
H -0.439968 1.711667 -3.662596 -0.2061 -0.3270 -0.3731
O -0.297447 1.731470 -2.721148 0.2506 0.6444 0.2394
```
Forces are in eV/Å.

## Properties
Spin multiplicity   1
Gap between HOMO and LUMO   9.06 eV
Relative energy (zero: lowest compared OMol25 entry of this formula, charge and spin)   212.1 kJ/mol
DFT total energy   -496.21631 Eh
SMILES   NCCN.O.O.O.O
Highest occupied orbital energy   -8.494 eV